No. 1
The following is a quantum chemistry calculation of a single C5H11N3O molecule at a distorted geometry, from the OMol25 dataset.

The spin multiplicity is 1. Its HOMO-LUMO gap is 7.32 eV. For the calculated total energy, the calculation gives -436.48458 Eh. The value obtained for the energy above the lowest of the compared OMol25 structures with the same formula, charge and spin is 426.5 kJ/mol.

```
20
Properties=species:S:1:pos:R:3:forces:R:3:lowdin_charge:R:1
C 0.357063 -0.180155 -1.628533 0.2543 -0.4087 -0.1343 -0.210
C 1.150649 -0.825905 2.684723 -0.3315 0.1726 -0.1216 -0.152
C 0.429172 -1.687084 -1.405396 -0.0440 0.2063 -0.1862 -0.076
C -0.596147 1.099522 0.210692 -0.3501 0.0850 0.1595 -0.390
C 1.248940 0.221999 1.612666 1.0798 -0.0781 0.1567 -0.145
N -1.416298 2.200694 0.452225 0.1200 -0.0555 -0.3085 0.137
O -1.650002 1.065867 -1.904267 0.0910 0.1955 0.1587 -0.024
N -0.827318 0.372227 -0.980103 -0.4849 0.2062 0.0799 -0.118
N 0.181783 0.615687 1.080104 -0.6900 0.1797 -0.3542 0.071
H -2.538014 0.697827 -1.787176 0.2783 -0.0980 0.0636 0.115
H -1.065046 2.804903 1.181812 0.0238 -0.1110 -0.0288 0.097
H -1.651300 2.699004 -0.398593 0.0249 -0.0910 0.1560 0.084
H 1.261552 0.292793 -1.238975 -0.0671 0.0646 -0.0376 0.111
H 0.281598 0.043432 -2.694217 -0.0443 0.0655 0.1286 0.120
H 0.141370 -1.195468 2.878801 -0.1380 -0.0605 0.0595 0.059
H 1.564125 -0.397970 3.597398 0.0852 -0.0689 0.0611 0.058
H 1.794613 -1.656784 2.398631 0.0937 -0.0062 0.0542 0.058
H -0.484969 -2.159871 -1.762637 -0.0105 -0.0482 0.0047 0.074
H 0.545214 -1.904546 -0.347491 0.0210 -0.0779 0.0785 0.059
H 1.273013 -2.106173 -1.949662 0.0884 -0.0714 0.0103 0.073
```
Forces are in eV/Å.


No. 2
The following is a quantum chemistry calculation of 3 unconnected molecules or ions with the total composition C5H11N3O at a distorted geometry, from the OMol25 dataset.

The spin multiplicity is 1. Its HOMO-LUMO gap is 7.57 eV. For the calculated total energy, the calculation gives -436.40372 Eh. The value obtained for the energy above the lowest of the compared OMol25 structures with the same formula, charge and spin is 638.8 kJ/mol.

```
20
Properties=species:S:1:pos:R:3:forces:R:3:lowdin_charge:R:1
C 0.180747 -0.773779 0.458196 6.0793 0.0440 0.6682 -0.389
C -2.827654 0.641882 -0.465715 0.1204 -0.1497 -0.0153 -0.046
N -0.119344 0.519850 0.701741 -3.7641 0.0134 0.8832 -0.081
C -2.072314 -0.243446 0.497415 -0.4232 1.2284 0.7370 -0.277
N 0.219669 1.421384 -0.202483 -0.0532 -0.0458 -0.5115 0.039
N 0.223380 -1.254375 -0.882352 -0.1125 -0.2825 -0.2821 0.054
C 2.221898 -0.519768 0.873841 -2.1430 -1.1457 -0.1393 -0.075
C 3.113794 0.191616 0.209772 -0.0440 0.1712 -0.4132 -0.118
O -2.566714 -1.053109 1.220905 1.0476 0.4917 -0.6515 0.088
H -0.049885 -1.438177 1.283554 -0.4245 0.1203 -0.2242 0.117
H 0.095659 2.382813 0.069065 -0.1026 -0.2433 -0.1077 0.108
H 0.286044 1.160798 -1.181247 -0.0357 0.0294 0.1574 0.100
H 1.181817 -1.520601 -1.099147 -0.4087 -0.0080 -0.1117 0.073
H -0.383296 -2.060577 -0.980325 0.0705 -0.0574 -0.1455 0.079
H 2.485389 -1.076958 1.773027 0.1007 0.0596 -0.0791 0.037
H -2.724307 1.678242 -0.140000 0.0822 -0.0483 -0.0219 0.077
H -2.400136 0.555127 -1.464299 0.0213 0.0503 -0.0093 0.072
H -3.885485 0.370933 -0.477818 0.1228 -0.0652 0.0054 0.080
H 2.850463 0.778471 -0.670386 0.0008 -0.1362 0.0655 0.026
H 4.170274 0.239672 0.476256 -0.1340 -0.0263 0.1956 0.036
```
Forces are in eV/Å.


No. 3
The following is a quantum chemistry calculation of a molecular structure, C5H11N3O at a distorted geometry, from the OMol25 dataset.

The total charge is +2. The spin multiplicity is 1. Its HOMO-LUMO gap is 11.09 eV. For the calculated total energy, the calculation gives -435.93604 Eh. The value obtained for the energy above the lowest of the compared OMol25 structures with the same formula, charge and spin is 105.6 kJ/mol.

```
20
Properties=species:S:1:pos:R:3:forces:R:3:lowdin_charge:R:1
C 0.031131 -1.248164 -0.035747 -1.0568 2.0404 0.2237 0.006
C 1.838857 0.109214 0.054481 3.7825 1.5098 0.2323 -0.329
C -0.416636 0.605866 0.004700 -1.7450 -3.1354 -0.3367 -0.335
C -1.272146 1.004677 -1.174099 0.0289 -0.2647 -0.6483 0.029
C -0.929185 1.023500 1.326092 -2.4368 -3.2622 0.2536 0.037
N 1.369947 -1.106715 0.330895 -1.1434 -3.1893 -0.2873 0.212
N 3.173935 0.402180 -0.060995 -2.3799 -0.2173 0.7555 0.294
N -0.558880 -2.385368 -0.305725 4.6660 -0.2532 0.9974 0.289
O 0.918959 0.964241 -0.081269 1.5430 2.5546 -1.1223 0.154
H -0.720003 0.824323 -2.075395 0.2185 -0.3313 -0.6698 0.097
H -1.676591 2.038005 -1.330613 0.6407 -0.6107 1.1468 0.145
H -2.123464 0.329491 -1.141928 -0.2090 0.0400 -0.1660 0.108
H -2.075294 0.923426 1.460313 1.8404 -0.8788 -0.2147 0.170
H -0.982904 2.012702 1.127125 0.8625 3.9146 0.5548 0.078
H -0.339195 0.592771 2.130023 -0.1784 0.7477 0.3803 0.119
H 1.964064 -1.871321 0.688134 -0.2866 0.4027 -0.5210 0.217
H 3.833433 -0.311825 0.267057 -0.2407 0.3920 -0.3962 0.160
H 3.559274 1.373700 -0.145968 -0.8950 -1.0945 0.0611 0.193
H -1.517572 -2.584103 -0.437940 -1.3838 0.3416 -0.2987 0.148
H 0.098095 -3.239041 -0.321844 -1.6271 1.2938 0.0557 0.208
```
Forces are in eV/Å.


No. 4
The following is a quantum chemistry calculation of a molecular structure, C5H11N3O2 at a distorted geometry, from the OMol25 dataset.

The spin multiplicity is 1. Its HOMO-LUMO gap (spin up / spin down) is 7.94 / 7.94 eV. For the calculated total energy, the calculation gives -511.75334 Eh. The value obtained for the energy above the lowest of the compared OMol25 structures with the same formula, charge and spin is 401.4 kJ/mol.

```
21
Properties=species:S:1:pos:R:3:forces:R:3:lowdin_charge:R:1
C -1.630132 0.516164 1.007890 -0.0041 -0.0719 -0.5393 -0.204
C -0.162022 0.091956 0.796183 0.1284 -1.2753 2.3101 -0.593
N -1.827764 0.607862 2.445722 0.1668 0.0931 0.0526 0.017
O 0.750616 1.071990 1.166789 0.1719 -0.0250 -0.3489 0.046
O 0.120106 -1.099404 1.125522 -0.5293 1.1310 -0.6328 -0.040
H 0.356858 1.650505 1.833423 -0.2449 -0.0776 -0.0981 0.106
H -2.758567 0.930429 2.678015 0.0743 -0.0236 -0.0519 0.075
H -1.674193 -0.297481 2.875603 -0.0325 0.0429 -0.0245 0.082
H -2.263616 -0.234535 0.512251 0.1516 0.1172 0.0031 0.118
H -1.814080 1.497200 0.562794 -0.0251 -0.0778 -0.0347 0.122
C 1.589423 -0.160154 -1.386132 -0.3526 0.9383 1.5936 -0.495
N 2.029235 -1.210465 -0.659457 -0.2197 -0.5515 0.4495 0.133
C 0.043300 0.209630 -1.136962 1.4888 -0.6554 -1.7934 -0.163
C -0.592715 -0.821133 -1.742463 -1.2047 0.4508 0.0687 0.133
N 2.165340 0.643535 -2.176250 -0.1372 0.2210 0.1507 0.119
H 1.381422 -1.494072 0.127209 0.8951 0.4391 -0.6203 0.075
H 3.015356 -1.200380 -0.440107 -0.1127 -0.1424 -0.0981 0.108
H 3.180624 0.560640 -2.181940 -0.1119 -0.3380 -0.1773 0.051
H -0.127536 1.223108 -1.475104 -0.1619 0.0207 -0.0783 0.122
H -1.298134 -0.648400 -2.543256 -0.4220 -0.0864 0.0810 0.090
H -0.483520 -1.836995 -1.389727 0.4817 -0.1289 -0.2118 0.098
```
Forces are in eV/Å.


No. 5
The following is a quantum chemistry calculation of 2 unconnected molecules or ions with the total composition C5H11N3O2 at a distorted geometry, from the OMol25 dataset.

The spin multiplicity is 1. Its HOMO-LUMO gap is 10.43 eV. The SMILES is CC(=O)NC[C@@H](N)C#N.O. For the calculated total energy, the calculation gives -511.87019 Eh. The value obtained for the energy above the lowest of the compared OMol25 structures with the same formula, charge and spin is 94.6 kJ/mol.

```
21
Properties=species:S:1:pos:R:3:forces:R:3:lowdin_charge:R:1
C -3.249299 0.569908 -0.966434 -0.1927 -0.0295 -0.1547 0.001
C -2.002209 0.748555 -0.136693 0.0881 1.1830 0.2202 -0.547
O -1.554324 1.863794 0.120654 -0.1878 -0.8433 -0.2229 0.035
N -1.429584 -0.385803 0.336460 -0.0498 -0.6978 -0.0634 0.046
C -0.296244 -0.389674 1.228775 0.1848 0.0635 0.1756 -0.143
C 1.027035 -0.627561 0.462246 -0.0876 0.3479 0.2755 -0.351
N 1.279749 0.314459 -0.618546 -0.5295 0.1274 -0.2810 0.042
C 2.164876 -0.605049 1.414726 1.7226 -1.4487 0.8605 -0.173
N 3.089350 -0.881775 2.069820 -1.8393 0.9014 -0.9803 0.167
H -3.135995 1.134704 -1.900197 -0.0461 -0.1502 0.2651 0.091
H -3.471803 -0.478940 -1.195513 0.0435 0.2263 0.0258 0.075
H -4.095830 0.999525 -0.413392 0.2495 -0.0984 -0.1598 0.094
H -1.855705 -1.272973 0.103704 0.0639 0.2664 0.0734 0.141
H -0.255991 0.580672 1.738960 -0.0206 -0.2113 -0.1367 0.134
H -0.428529 -1.178214 1.980582 0.0455 0.1951 -0.1166 0.132
H 1.003266 -1.640595 0.031688 0.1194 0.2471 0.1171 0.155
H 0.606832 0.141556 -1.361425 0.1079 0.0699 0.0820 0.098
H 1.119473 1.270934 -0.308860 -0.0253 -0.0854 0.0577 0.107
O 4.052902 0.201115 -0.961396 1.2263 -1.2878 0.4259 -0.143
H 3.083575 0.311082 -1.087136 0.5681 -0.9368 0.5641 -0.025
H 4.348453 -0.675727 -0.538020 -1.4410 2.1613 -1.0277 0.063
```
Forces are in eV/Å.